# 1
Density functional theory data (ωB97M-V/def2-TZVPD) for 5 unconnected molecules or ions with the total composition C24H49BrINO15S4.

## Properties
**Maximum force**: 1.5 eV Å⁻¹
**Electronic energy**: -179366.608 eV
**LUMO**: 0.285 eV

```
! RIJCOSX wB97M-V def2-TZVPD def2/J DEFGRID3
* xyz 0 1
C 2.036 0.880 0.836
C 2.110 -0.455 0.915
C 3.374 -1.262 0.816
C 4.010 -1.372 -0.578
C 3.301 -2.263 -1.619
C 1.796 -2.217 -1.538
O 1.160 -1.248 -1.784
Br 0.896 -3.851 -1.004
O 5.236 -2.148 -0.279
C 6.341 -1.362 -0.355
O 7.291 -1.443 0.361
C 6.058 -0.410 -1.502
I 6.368 -1.619 -3.258
C 4.622 -0.050 -1.134
N 3.877 0.669 -2.127
C 3.606 2.081 -1.860
C 2.176 2.433 -2.259
C 1.697 3.756 -1.674
H 1.143 1.326 0.414
H 2.814 1.517 1.243
H 1.181 -1.007 1.034
H 3.269 -2.269 1.218
H 4.132 -0.775 1.441
H 3.539 -1.904 -2.620
H 3.659 -3.280 -1.502
H 6.732 0.430 -1.607
H 4.790 0.531 -0.215
H 3.006 0.200 -2.337
H 3.738 2.330 -0.803
H 4.295 2.724 -2.414
H 1.506 1.620 -1.979
H 2.158 2.528 -3.347
H 2.118 3.984 -0.693
H 0.616 3.772 -1.558
H 1.938 4.601 -2.320
C 10.231 -1.288 -0.267
C 11.545 -0.958 0.408
O 12.426 -0.161 -0.422
S 12.067 1.371 -0.625
C 13.582 1.854 -1.377
O 11.943 1.990 0.660
O 11.013 1.495 -1.584
H 9.635 -0.394 -0.434
H 9.650 -1.965 0.352
H 10.408 -1.752 -1.238
H 11.388 -0.449 1.360
H 12.102 -1.870 0.615
H 14.386 1.740 -0.656
H 13.471 2.896 -1.665
H 13.748 1.236 -2.255
C -4.430 5.221 -0.276
C -4.174 4.019 0.611
O -4.125 2.777 -0.122
S -2.834 2.485 -1.004
C -3.170 0.798 -1.350
O -1.673 2.583 -0.170
O -2.912 3.237 -2.220
H -3.601 5.396 -0.960
H -4.559 6.113 0.337
H -5.326 5.069 -0.878
H -3.255 4.135 1.187
H -4.989 3.895 1.320
H -3.135 0.228 -0.425
H -2.398 0.454 -2.036
H -4.147 0.726 -1.820
C -3.263 -3.407 4.157
C -3.524 -3.852 2.732
O -4.734 -3.289 2.178
S -4.716 -1.754 1.769
C -6.236 -1.731 0.889
O -3.622 -1.540 0.866
O -4.840 -0.945 2.940
H -3.059 -2.339 4.210
H -2.400 -3.939 4.557
H -4.130 -3.608 4.786
H -2.683 -3.616 2.078
H -3.674 -4.929 2.696
H -6.145 -2.363 0.009
H -6.421 -0.699 0.599
H -7.030 -2.079 1.542
C -12.276 0.941 1.130
C -12.019 -0.265 2.009
O -12.002 -1.509 1.271
S -10.738 -1.818 0.365
C -11.109 -3.503 0.027
O -9.561 -1.730 1.178
O -10.821 -1.069 -0.849
H -11.458 1.107 0.431
H -12.381 1.833 1.748
H -13.185 0.803 0.545
H -11.088 -0.164 2.568
H -12.823 -0.380 2.733
H -11.065 -4.068 0.954
H -10.355 -3.856 -0.673
H -12.096 -3.558 -0.423
*
```

Atom charges from the Mulliken analysis, given in e for atoms 1 to 4:
1 C -0.66
2 C -0.09
3 C -1.47
4 C 1.53

# 2
Density functional theory data (ωB97M-V/def2-TZVPD) for 2 unconnected molecules or ions with the total composition C7H9FN.

## Properties
**Maximum force**: 6.0 eV Å⁻¹
**Electronic energy**: -11599.709 eV
**LUMO**: -4.126 eV
**ΔE to the lowest compared entry with this formula, charge and spin**: 6.3361 eV

```
! RIJCOSX wB97M-V def2-TZVPD def2/J DEFGRID3
* xyz 1 1
C -2.083 -1.681 0.874
C 2.890 -0.369 -1.270
C 1.366 0.038 0.600
C 1.768 -0.548 -0.634
C -1.083 0.663 0.153
C 1.100 0.478 1.688
C -0.914 1.891 -0.603
N -1.657 -0.357 0.412
F 0.957 -1.651 -0.846
H -1.287 -2.442 0.970
H 2.968 -0.791 -2.312
H 3.634 0.320 -1.048
H -2.985 -1.515 0.289
H -2.513 -1.798 2.059
H 0.684 1.138 2.414
H -0.045 2.525 -0.532
H -1.856 2.438 -0.500
H -0.944 1.661 -1.713
*
```

Atom charges from the natural (NBO) analysis, given in e for atoms 1 to 4:
1 C -0.47
2 C -0.35
3 C -0.09
4 C 0.27

# 3
Density functional theory data (ωB97M-V/def2-TZVPD) for a molecular structure, C41H35BrF12N4O4STi.

## Properties
**Maximum force**: 4.1 eV Å⁻¹
**Electronic energy**: -193841.269 eV
**LUMO (alpha / beta)**: 3.900 / 3.898 eV
**ΔE to the lowest compared entry with this formula, charge and spin**: 1.8214 eV

```
! RIJCOSX wB97M-V def2-TZVPD def2/J DEFGRID3
* xyz -2 3
Ti -0.685 0.272 0.316
C 3.635 -1.333 5.285
C 3.144 -0.736 3.996
C 3.710 -1.087 2.777
C 3.219 -0.575 1.599
C 2.109 0.293 1.553
N 1.518 0.672 0.365
C 2.297 1.091 -0.659
C 3.675 1.387 -0.495
C 4.487 1.740 -1.543
C 3.989 1.850 -2.834
C 4.870 2.146 -4.014
C 2.617 1.740 -2.991
C 1.774 1.388 -1.951
C 0.265 1.465 -2.129
O -0.453 0.484 -1.534
C -0.181 1.608 -3.624
F 0.047 2.848 -4.136
F -1.504 1.426 -3.741
F 0.382 0.793 -4.509
C -0.185 2.835 -1.529
F -1.428 3.190 -1.902
F 0.607 3.879 -1.850
F -0.200 2.783 -0.196
C 1.576 0.691 2.807
C 2.092 0.169 3.985
C 0.426 1.696 2.797
O -0.586 1.402 1.974
C -0.214 1.921 4.210
F -1.246 2.773 4.136
F 0.580 2.439 5.184
F -0.714 0.797 4.746
C 1.082 3.094 2.475
F 1.991 3.461 3.417
F 1.758 3.135 1.327
F 0.208 4.110 2.426
H 4.710 -1.514 5.242
H 3.139 -2.289 5.468
H 3.418 -0.675 6.126
H 4.535 -1.788 2.752
H 3.682 -0.873 0.670
H 4.099 1.351 0.498
H 5.537 1.928 -1.353
H 5.888 1.806 -3.830
H 4.903 3.217 -4.225
H 4.493 1.640 -4.900
H 2.221 1.947 -3.972
H 1.685 0.463 4.941
O 0.408 -3.748 4.954
C 0.144 -2.975 3.832
C -0.914 -2.035 3.809
C -1.083 -1.223 2.729
N -0.259 -1.217 1.639
C 0.653 -2.240 1.633
Br 1.486 -2.621 -0.044
C 0.886 -3.115 2.666
H -0.181 -3.425 5.643
H -1.591 -1.957 4.649
H -1.907 -0.514 2.703
H 1.646 -3.875 2.576
C -4.556 4.760 0.005
C -3.369 4.679 0.723
C -2.716 3.476 0.882
C -3.234 2.299 0.317
C -4.465 2.393 -0.365
C -5.099 3.602 -0.533
N -2.629 1.068 0.459
N -3.527 0.121 0.710
C -3.144 -1.153 0.492
C -4.041 -2.167 0.885
C -3.810 -3.474 0.516
C -2.692 -3.764 -0.251
C -1.767 -2.760 -0.553
C -1.914 -1.434 -0.175
H -5.057 5.711 -0.131
H -2.961 5.576 1.175
H -1.824 3.405 1.477
H -4.893 1.483 -0.761
H -6.026 3.647 -1.093
H -4.901 -1.878 1.474
H -4.496 -4.261 0.811
H -2.521 -4.776 -0.599
H -0.891 -3.064 -1.108
C 1.035 -4.576 -3.604
C -0.362 -3.992 -3.633
S -0.156 -2.164 -3.249
O 0.608 -1.719 -4.423
C -1.935 -1.709 -3.582
C -2.124 -1.420 -5.054
H 1.055 -5.607 -3.953
H 1.433 -4.526 -2.595
H 1.673 -3.968 -4.240
H -1.012 -4.441 -2.890
H -0.805 -4.077 -4.622
H -2.118 -0.837 -2.956
H -2.559 -2.521 -3.222
H -1.209 -0.959 -5.431
H -2.963 -0.748 -5.234
H -2.289 -2.340 -5.614
*
```

Atom charges from the Mulliken analysis, given in e for atoms 1 to 4:
1 Ti -0.80
2 C -1.64
3 C 0.52
4 C -1.14

> Which of these has the highest maximum force?

C7H9FN

> What is the electronic energy in the first record?

-179366.608 eV

> Look up the maximum force of the third one.

4.1 eV Å⁻¹